(1)
Density functional theory data (the ωB97M-V functional and the def2-TZVPD basis) for C43H36Br2ClN4O4PtSb as an isolated structure.

The geometry in ORCA input format:
```
! wB97M-V def2-TZVPD RIJCOSX def2/J DEFGRID3
* xyz 2 1
Pt 0.283 -0.063 0.534
Sb -2.900 -0.931 -1.248
Br 2.098 -5.123 4.471
Br -2.629 6.933 1.636
Cl 2.352 -1.398 -1.389
O -0.919 1.574 -0.612
O -0.817 -1.108 -0.956
O -1.241 -1.856 -2.916
O -1.353 1.866 2.085
N -1.542 4.535 -3.346
N 3.332 2.703 1.112
N -0.747 2.551 -2.789
N 1.583 1.418 1.263
C 2.001 -1.456 2.543
C -1.516 2.947 1.314
C -2.088 5.266 0.938
C -3.471 -1.242 1.645
C -4.560 0.326 3.104
C -0.424 2.114 -6.452
C -1.322 4.296 -5.863
C -2.741 -4.042 -1.255
C -3.999 -0.927 2.887
C 2.379 2.054 0.425
C -1.248 3.681 -2.334
C -1.481 3.881 -0.913
C -5.511 -4.320 -1.327
C -0.378 -1.704 -2.080
C -3.975 1.471 -2.751
C -4.550 2.116 -3.832
C -3.551 -2.914 -1.293
C -3.495 -0.289 0.634
C 1.044 -2.178 -2.258
C 2.359 -2.509 3.369
C 0.153 -2.723 1.710
C -1.297 2.782 -0.060
C -1.878 5.121 -0.417
C -3.553 0.157 -2.897
C -3.707 -0.530 -4.098
C -4.696 -5.442 -1.292
C -1.550 1.960 3.485
C -4.698 1.447 -5.041
C 0.878 -1.537 1.720
C -1.908 4.192 1.797
C -4.938 -3.058 -1.319
C -4.039 0.970 0.847
C 0.500 -3.782 2.538
C 1.605 -3.671 3.364
C -0.315 1.729 -5.132
C 3.150 2.456 2.449
C -0.917 3.376 -6.811
C -0.718 2.645 -4.164
C -1.217 3.903 -4.534
C -3.316 -5.302 -1.252
C 2.061 1.645 2.528
C -4.280 0.128 -5.172
C -4.580 1.272 2.086
H -4.990 0.563 4.068
H -1.663 -3.964 -1.222
H -6.586 -4.428 -1.357
H 1.048 -3.240 -2.006
H -2.080 4.333 2.855
H -5.021 2.246 2.253
H -0.844 2.662 3.937
H -5.146 1.955 -5.885
H -0.117 1.432 -7.234
H -1.367 0.957 3.864
H -2.572 2.261 3.723
H 3.229 -2.432 4.007
H -3.396 -1.558 -4.196
H -2.006 5.974 -1.069
H -1.702 5.269 -6.146
H -0.084 -4.691 2.534
H 2.610 -0.566 2.539
H -0.719 -2.843 1.066
H 1.244 -2.085 -3.324
H -0.977 3.637 -7.859
H -3.985 -1.666 3.677
H -0.713 1.806 -1.624
H -2.683 -6.178 -1.222
H -4.880 3.141 -3.731
H -4.403 -0.394 -6.110
H -5.138 -6.429 -1.293
H 4.053 3.276 0.706
H -3.067 -2.235 1.480
H 3.794 2.870 3.203
H -4.054 1.729 0.071
H -3.838 2.016 -1.821
H 1.583 1.235 3.400
H 2.287 2.079 -0.648
H 0.066 0.754 -4.856
H -5.591 -2.190 -1.340
H -1.928 5.458 -3.249
*
```

Values from the calculation:
energy above the lowest of the compared OMol25 structures with the same formula, charge and spin: 17.0 kcal/mol
orbital gap: 0.2460 Eh
lowest unoccupied orbital energy: -5.8 eV
highest occupied orbital energy: -12.445 eV

(2)
Density functional theory data (the ωB97M-V functional and the def2-TZVPD basis) for C20H30N2O3 as an isolated structure.

The geometry in ORCA input format:
```
! wB97M-V def2-TZVPD RIJCOSX def2/J DEFGRID3
* xyz 0 1
O -3.126 -4.032 0.360
O -0.917 3.676 0.344
O 0.504 -0.375 -3.354
N 1.655 3.112 -1.130
N -1.606 -3.603 1.561
C -1.550 2.846 1.102
C 1.338 2.685 0.143
C 0.428 3.711 0.593
C -2.148 -3.556 0.472
C 2.851 2.162 -1.781
C 2.517 2.449 1.143
C -1.929 -1.729 -1.409
C -0.894 -2.512 3.759
C 2.400 0.780 -2.063
C 0.662 3.245 -2.361
C 1.026 0.846 -3.101
C -0.051 -1.097 -2.477
C 0.482 -2.188 -1.876
C -1.444 -1.032 -2.370
C -0.409 -2.595 2.254
C -2.250 -4.172 2.857
C -1.605 -3.778 4.020
C -1.456 -2.576 -0.586
C 0.072 1.800 -2.796
C 0.080 -2.865 -0.862
H 3.685 2.099 -1.072
H -1.475 3.129 2.249
H 0.827 4.778 0.137
H 0.881 1.844 0.051
H -2.170 -5.463 2.390
H -2.804 2.868 0.737
H 3.109 2.645 -2.885
H -0.142 3.944 -1.643
H 3.163 3.359 0.806
H 1.756 0.281 -1.305
H 0.137 -2.288 4.361
H 1.502 1.323 -4.106
H -0.564 1.475 -1.728
H -0.673 -4.601 4.207
H 0.551 3.918 1.670
H 3.107 1.564 1.019
H -0.375 -1.687 1.543
H -1.881 -0.288 -2.897
H -1.235 1.766 1.074
H 2.264 2.483 2.199
H 0.639 -3.664 -0.161
H -3.397 -1.613 -1.317
H 2.925 0.144 -2.669
H -2.328 -3.816 4.872
H 0.467 -3.125 2.121
H 1.161 3.558 -3.177
H 1.900 -2.229 -2.114
H -1.779 -1.764 3.682
H -0.603 2.068 -3.316
H -3.277 -3.911 2.827
*
```

Values from the calculation:
energy above the lowest of the compared OMol25 structures with the same formula, charge and spin: 469.4 kcal/mol
orbital gap: 0.3241 Eh
lowest unoccupied orbital energy: 0.4 eV
highest occupied orbital energy: -8.465 eV

(3)
Density functional theory data (the ωB97M-V functional and the def2-TZVPD basis) for C2N2O12Zr3 as an isolated structure.

The geometry in ORCA input format:
```
! wB97M-V def2-TZVPD RIJCOSX def2/J DEFGRID3
* xyz 6 1
Zr -2.139 -3.209 0.235
Zr -1.965 2.343 -2.582
Zr 2.955 -2.338 -0.701
O -2.107 2.231 1.306
O -2.844 2.286 -0.604
O 4.430 0.572 -2.458
O 4.480 -1.507 -2.068
O -3.381 3.874 0.936
O -0.629 -0.149 2.610
O -0.596 0.881 -1.360
O 3.851 -0.437 -0.766
O 0.951 -0.511 -0.689
O -1.040 -1.581 3.993
O -1.549 -2.104 1.984
O -0.994 -1.231 -0.647
N -2.934 2.700 0.601
N -0.268 -0.256 -0.942
C 4.791 -0.281 -1.648
C -1.012 -1.282 2.801
*
```

Values from the calculation:
energy above the lowest of the compared OMol25 structures with the same formula, charge and spin: 78.2 kcal/mol
orbital gap: 0.0859 Eh
lowest unoccupied orbital energy: -25.2 eV
highest occupied orbital energy: -27.489 eV

(4)
Density functional theory data (the ωB97M-V functional and the def2-TZVPD basis) for one molecule with the formula C8H16NO2P.

The geometry in ORCA input format:
```
! wB97M-V def2-TZVPD RIJCOSX def2/J DEFGRID3
* xyz 0 1
P 0.336 -1.760 0.013
O 1.359 1.873 0.369
O -0.374 -2.996 0.378
N 0.494 0.518 1.975
C -0.741 -0.668 -1.070
C 0.457 -0.711 1.845
C 0.449 1.570 1.102
C -0.819 2.353 1.267
C 1.907 -2.855 -1.771
C -2.137 -0.623 -0.464
C -0.324 3.746 1.719
C 2.114 -1.987 -0.515
H -2.588 -1.587 -0.744
H -2.701 0.159 -1.063
H -0.388 0.311 -0.900
H -1.033 4.452 2.276
H 0.399 -1.507 2.538
H 2.537 -2.615 -2.488
H 0.577 3.639 2.348
H -1.369 2.438 0.438
H -1.391 2.057 2.051
H -2.223 -0.465 0.678
H -0.446 -0.858 -2.079
H 0.923 -2.765 -2.247
H 1.939 -3.863 -1.530
H 2.567 -1.097 -0.857
H 2.495 -2.463 0.385
H -0.172 4.162 0.705
*
```

Values from the calculation:
energy above the lowest of the compared OMol25 structures with the same formula, charge and spin: 9.3 kcal/mol
SMILES: CCC(=O)/N=C\P(=O)(CC)CC
orbital gap: 0.3435 Eh
lowest unoccupied orbital energy: 0.7 eV
highest occupied orbital energy: -8.672 eV

Q: Among the records above, which one has the highest lowest unoccupied orbital energy?
A: C8H16NO2P

Repeat the second record exactly.
Density functional theory data (the ωB97M-V functional and the def2-TZVPD basis) for C20H30N2O3 as an isolated structure.

The geometry in ORCA input format:
```
! wB97M-V def2-TZVPD RIJCOSX def2/J DEFGRID3
* xyz 0 1
O -3.126 -4.032 0.360
O -0.917 3.676 0.344
O 0.504 -0.375 -3.354
N 1.655 3.112 -1.130
N -1.606 -3.603 1.561
C -1.550 2.846 1.102
C 1.338 2.685 0.143
C 0.428 3.711 0.593
C -2.148 -3.556 0.472
C 2.851 2.162 -1.781
C 2.517 2.449 1.143
C -1.929 -1.729 -1.409
C -0.894 -2.512 3.759
C 2.400 0.780 -2.063
C 0.662 3.245 -2.361
C 1.026 0.846 -3.101
C -0.051 -1.097 -2.477
C 0.482 -2.188 -1.876
C -1.444 -1.032 -2.370
C -0.409 -2.595 2.254
C -2.250 -4.172 2.857
C -1.605 -3.778 4.020
C -1.456 -2.576 -0.586
C 0.072 1.800 -2.796
C 0.080 -2.865 -0.862
H 3.685 2.099 -1.072
H -1.475 3.129 2.249
H 0.827 4.778 0.137
H 0.881 1.844 0.051
H -2.170 -5.463 2.390
H -2.804 2.868 0.737
H 3.109 2.645 -2.885
H -0.142 3.944 -1.643
H 3.163 3.359 0.806
H 1.756 0.281 -1.305
H 0.137 -2.288 4.361
H 1.502 1.323 -4.106
H -0.564 1.475 -1.728
H -0.673 -4.601 4.207
H 0.551 3.918 1.670
H 3.107 1.564 1.019
H -0.375 -1.687 1.543
H -1.881 -0.288 -2.897
H -1.235 1.766 1.074
H 2.264 2.483 2.199
H 0.639 -3.664 -0.161
H -3.397 -1.613 -1.317
H 2.925 0.144 -2.669
H -2.328 -3.816 4.872
H 0.467 -3.125 2.121
H 1.161 3.558 -3.177
H 1.900 -2.229 -2.114
H -1.779 -1.764 3.682
H -0.603 2.068 -3.316
H -3.277 -3.911 2.827
*
```

Values from the calculation:
energy above the lowest of the compared OMol25 structures with the same formula, charge and spin: 469.4 kcal/mol
orbital gap: 0.3241 Eh
lowest unoccupied orbital energy: 0.4 eV
highest occupied orbital energy: -8.465 eV